# 1
This record from OMol25 describes one molecule with the formula C20H26N4O3 at a distorted geometry. The level of theory is ωB97M-V with the def2-TZVPD basis set.

XYZ file:
```
53
Properties=species:S:1:pos:R:3:mulliken_charge:R:1
C -3.654 -2.064 -0.545 -1.59
C -3.322 -0.609 -0.856 0.18
C -1.910 -0.495 -1.480 -0.74
N -1.371 0.831 -1.252 0.27
C -0.043 1.049 -1.071 1.09
C 0.450 2.268 -0.543 -0.77
C 1.784 2.432 -0.327 -1.10
C 2.719 1.421 -0.604 -0.84
N 4.044 1.663 -0.241 1.19
O 4.327 2.730 0.287 -0.70
O 4.904 0.792 -0.437 -0.79
C 2.257 0.195 -1.164 0.93
N 3.136 -0.788 -1.481 -0.09
C 2.827 -2.177 -1.678 -0.92
C 2.655 -2.971 -0.364 -0.48
O 1.428 -2.715 0.282 -0.45
C 1.290 -1.684 1.169 0.36
C -0.008 -1.494 1.643 -0.07
C -0.292 -0.472 2.525 -0.41
C 0.713 0.382 2.949 -0.69
C 2.006 0.178 2.504 -0.65
C 2.303 -0.850 1.626 -0.32
C 0.889 0.062 -1.395 -0.32
C -2.390 1.849 -1.171 -1.31
C -3.278 1.615 0.078 0.56
C -2.718 2.321 1.306 -1.60
N -3.412 0.189 0.350 -0.42
H -4.654 -2.130 -0.129 0.45
H -3.606 -2.665 -1.450 0.37
H -2.953 -2.468 0.181 0.25
H -4.074 -0.222 -1.553 0.46
H -1.947 -0.725 -2.554 0.17
H -1.263 -1.225 -0.986 0.33
H -0.216 3.070 -0.276 0.21
H 2.160 3.351 0.094 0.48
H 4.094 -0.574 -1.207 0.34
H 3.657 -2.623 -2.231 0.44
H 1.920 -2.290 -2.276 0.32
H 3.507 -2.792 0.299 0.32
H 2.624 -4.037 -0.608 0.43
H -0.776 -2.175 1.310 0.56
H -1.301 -0.345 2.892 0.49
H 0.492 1.191 3.628 0.43
H 2.801 0.828 2.837 0.41
H 3.325 -0.977 1.305 0.25
H 0.546 -0.851 -1.846 0.53
H -3.004 1.781 -2.078 0.35
H -1.951 2.843 -1.151 0.51
H -4.284 2.004 -0.136 0.31
H -1.696 1.997 1.496 0.29
H -2.725 3.399 1.164 0.42
H -3.327 2.083 2.175 0.39
H -2.682 -0.107 0.992 0.19
```

Computed properties:
Charge   0
Relative energy (zero: lowest compared OMol25 entry of this formula, charge and spin)   118.5 kcal per mole
SMILES   C[C@@H]1CN(c2ccc([N+](=O)[O-])c(NCCOc3ccccc3)c2)C[C@H](C)N1
Multiplicity   1
Maximum force   1.2 eV/A
E_tot   -1222.370753 hartree
Lowest unoccupied orbital energy   0.0018 hartree


# 2
This record from OMol25 describes one molecule with the formula C20H26N4O4S. The level of theory is ωB97M-V with the def2-TZVPD basis set.

XYZ file:
```
55
Properties=species:S:1:pos:R:3:mulliken_charge:R:1
C 3.593 -6.566 0.135 -0.84
O 3.030 -5.697 1.087 -0.45
C 2.406 -4.567 0.643 0.53
C 2.268 -4.199 -0.686 -0.87
C 1.604 -3.021 -0.996 -0.68
C 1.070 -2.206 -0.019 0.02
C 0.345 -0.927 -0.352 -0.86
N -0.180 -0.947 -1.704 0.55
C -1.337 -1.801 -1.871 -0.59
C -1.454 -2.144 -3.353 -0.68
N -1.321 -0.952 -4.162 -0.10
C -0.696 0.187 -3.810 -0.37
O -0.497 1.083 -4.606 -0.70
C -0.350 0.338 -2.329 0.53
C -1.468 1.273 -1.773 -1.59
C -1.414 1.514 -0.281 0.77
O -2.247 1.020 0.461 -0.68
N -0.419 2.296 0.207 0.35
C 0.593 2.987 -0.553 -1.10
C -0.321 2.459 1.644 -0.57
C -0.675 3.838 2.076 0.16
N 0.014 4.554 2.891 -0.56
C -0.551 5.764 3.109 -0.46
C -1.705 5.991 2.432 -0.26
S -2.123 4.623 1.476 -0.08
C 1.227 -2.573 1.327 0.62
O 0.708 -1.710 2.246 -0.34
C 0.792 -2.048 3.610 -1.00
C 1.886 -3.748 1.646 -0.51
H 2.832 -6.968 -0.542 0.33
H 4.034 -7.382 0.706 0.26
H 4.374 -6.070 -0.450 0.34
H 2.666 -4.805 -1.483 0.39
H 1.495 -2.724 -2.027 0.47
H 1.056 -0.098 -0.274 0.21
H -0.437 -0.766 0.402 0.48
H -2.262 -1.330 -1.506 0.24
H -1.176 -2.717 -1.301 0.49
H -0.665 -2.858 -3.622 0.28
H -2.423 -2.606 -3.563 0.38
H -1.533 -1.040 -5.147 0.27
H 0.610 0.862 -2.275 0.57
H -1.420 2.211 -2.327 0.51
H -2.442 0.821 -1.974 0.44
H 1.548 2.452 -0.507 0.27
H 0.742 3.979 -0.123 0.37
H 0.302 3.104 -1.592 0.43
H 0.695 2.233 1.983 0.27
H -1.020 1.741 2.089 0.45
H -0.067 6.451 3.778 0.43
H -2.325 6.865 2.434 0.43
H 0.293 -1.240 4.143 0.23
H 1.832 -2.114 3.943 0.38
H 0.281 -2.992 3.823 0.38
H 2.024 -4.068 2.665 0.48
```

Computed properties:
Charge   0
Relative energy (zero: lowest compared OMol25 entry of this formula, charge and spin)   55.0 kcal per mole
SMILES   COc1ccc(CN2CCNC(=O)[C@H]2CC(=O)N(C)Cc2nccs2)c(OC)c1
Multiplicity   1
Maximum force   0.9 eV/A
E_tot   -1695.896056 hartree
Lowest unoccupied orbital energy   0.0252 hartree


# 3
This record from OMol25 describes C20H26N6O3 as an isolated structure at a distorted geometry. The level of theory is ωB97M-V with the def2-TZVPD basis set.

XYZ file:
```
55
Properties=species:S:1:pos:R:3:mulliken_charge:R:1
C -4.264 -2.478 -0.041 -0.86
N -3.704 -1.224 -0.644 0.90
N -4.575 -0.394 -1.281 -0.33
O -4.303 0.553 -1.761 -0.37
C -2.419 -1.075 -0.692 -1.87
H -2.306 -0.188 -1.212 0.74
H -1.983 -1.934 -0.634 0.61
C -2.078 -0.435 0.754 0.16
N -0.672 -0.479 0.984 1.36
N -0.232 -0.865 2.283 -0.20
O 0.867 -0.565 2.600 -0.41
C 0.236 0.046 -0.014 -2.05
H -0.075 0.569 -0.619 1.42
H 1.213 0.435 0.691 -0.11
C 0.836 -1.166 -0.989 -0.71
N 1.154 -2.411 -0.065 0.90
N 0.529 -3.608 -0.156 -0.58
O -0.624 -3.453 -0.727 -0.41
C 2.532 -2.351 0.542 -0.69
H 2.441 -3.441 1.084 0.27
C 3.664 -2.125 -0.252 -0.88
C 3.779 -0.554 -0.274 0.74
C 3.845 0.388 0.666 -0.24
C 3.938 1.676 0.531 -1.04
C 4.210 2.246 -1.177 -0.91
C 4.369 1.187 -1.983 -0.81
C 4.139 -0.373 -1.723 -0.80
H 4.221 -0.733 -2.570 0.64
H 4.382 1.468 -2.871 0.51
H 4.362 3.092 -1.060 0.82
H 3.966 2.442 1.124 0.71
H 3.666 -0.089 1.498 0.56
H 3.759 -2.636 -1.081 0.39
H 4.524 -2.599 0.426 0.35
H 2.285 -1.861 1.475 0.35
H 1.751 -0.552 -1.361 0.08
H 0.098 -1.419 -1.753 0.64
H -2.463 -1.165 1.855 0.19
C -2.646 0.977 1.278 -1.40
C -1.952 2.213 0.803 0.64
C -2.054 2.550 -0.377 0.55
C -1.507 3.732 -0.812 -0.56
C -0.397 4.119 -0.298 -0.42
C -0.057 3.498 0.948 -0.11
C -0.879 2.671 1.365 -0.49
H -0.390 2.142 2.402 0.00
H 0.898 3.926 1.539 0.23
H 0.430 4.820 -0.692 0.26
H -1.582 4.165 -2.122 0.15
H -3.103 2.312 -1.054 -0.04
H -3.632 1.033 0.859 0.48
H -2.610 1.041 2.300 0.67
H -5.158 -2.556 -0.540 0.46
H -3.627 -3.369 -0.417 0.25
H -4.151 -2.563 1.081 0.23
```

Computed properties:
Charge   0
Relative energy (zero: lowest compared OMol25 entry of this formula, charge and spin)   685.4 kcal per mole
Multiplicity   1
Maximum force   19.4 eV/A
E_tot   -1330.964716 hartree
Lowest unoccupied orbital energy   -0.0051 hartree


# 4
This record from OMol25 describes an isolated ion of composition C20H26NO2 and charge +1. The level of theory is ωB97M-V with the def2-TZVPD basis set.

XYZ file:
```
49
Properties=species:S:1:pos:R:3:mulliken_charge:R:1
C -0.687 -2.062 0.967 -0.96
C -1.803 -2.055 1.671 -0.06
C -3.178 -1.713 1.176 -0.50
N -3.201 -1.376 -0.261 0.27
C -4.540 -1.052 -0.809 -0.73
C -4.971 0.378 -0.491 -0.50
C -4.185 1.463 -1.239 -0.78
C -2.872 1.884 -0.586 -0.49
O -1.901 0.845 -0.745 -0.55
C -0.649 1.093 -0.152 -0.20
C 0.463 1.173 -0.972 -0.79
C 1.722 1.341 -0.426 -0.21
C 1.875 1.440 0.956 0.54
O 3.045 1.602 1.602 -0.42
C 4.248 1.673 0.856 -0.85
C 4.590 0.399 0.121 0.37
C 4.182 -0.832 0.618 -0.09
C 4.505 -1.997 -0.054 -0.69
C 5.246 -1.944 -1.222 -0.42
C 5.663 -0.720 -1.717 -0.55
C 5.332 0.447 -1.052 -0.37
C 0.740 1.368 1.772 -0.99
C -0.511 1.192 1.226 0.31
H 0.247 -2.322 1.430 0.30
H -0.620 -1.810 -0.078 0.22
H -1.786 -2.314 2.720 0.37
H -3.564 -0.863 1.745 0.32
H -3.847 -2.561 1.358 0.52
H -2.791 -2.161 -0.772 0.48
H -2.574 -0.509 -0.428 0.17
H -5.268 -1.759 -0.405 0.39
H -4.505 -1.179 -1.893 0.39
H -4.925 0.562 0.584 0.26
H -6.019 0.458 -0.781 0.37
H -3.984 1.140 -2.261 0.28
H -4.806 2.357 -1.294 0.41
H -3.021 2.103 0.478 0.34
H -2.494 2.789 -1.070 0.36
H 0.341 1.095 -2.041 0.46
H 2.573 1.386 -1.084 0.37
H 4.216 2.522 0.161 0.40
H 5.014 1.879 1.611 0.34
H 3.613 -0.872 1.536 0.46
H 4.185 -2.951 0.341 0.40
H 5.503 -2.854 -1.743 0.39
H 6.245 -0.673 -2.625 0.39
H 5.657 1.402 -1.440 0.39
H 0.871 1.451 2.839 0.46
H -1.373 1.134 1.875 0.41
```

Computed properties:
Charge   +1
Relative energy (zero: lowest compared OMol25 entry of this formula, charge and spin)   30.9 kcal per mole
SMILES   C=CC[NH2+]CCCCOc1ccc(OCc2ccccc2)cc1
Multiplicity   1
Maximum force   0.7 eV/A
E_tot   -982.683087 hartree
Lowest unoccupied orbital energy   -0.0869 hartree